C31H47F2NO27S | ωB97M-V/def2-TZVPD

## Properties
SMILES string: COCCCCN(CCF)S(=O)(=O)F.O=C1OCCO1.O=C1OCCO1.O=C1OCCO1.O=C1OCCO1.O=C1OCCO1.O=C1OCCO1.O=C1OCCO1.O=C1OCCO1
Orbital gap: 9.6 eV
Lowest unoccupied orbital energy: 0.14 eV

```
109
C31H47F2NO27S, DFT ωB97M-V/def2-TZVPD
C 2.92245 -2.69982 0.24775
O 1.85374 -2.51643 -0.67769
C 2.06335 -3.32228 -1.85857
C 0.86607 -4.31155 -2.02669
C -0.42266 -3.45716 -2.41456
C -1.60548 -4.07068 -1.59360
N -2.83133 -3.20130 -1.52775
C -2.53159 -1.84180 -1.02646
C -3.82103 -0.95012 -0.85053
F -3.32016 0.30677 -0.44952
S -3.84582 -3.96360 -0.34389
O -5.27445 -3.62630 -0.59238
O -3.69055 -5.43097 -0.33333
F -3.36338 -3.44859 1.16320
H 3.17085 -3.77446 0.39577
H 2.64874 -2.29277 1.25039
H 3.84494 -2.13324 -0.05158
H 2.09653 -2.61005 -2.71962
H 2.98971 -3.94027 -1.78763
H 1.05583 -5.13520 -2.74004
H 0.70869 -4.78155 -1.02063
H -0.16648 -2.40996 -2.15670
H -0.59399 -3.62628 -3.49351
H -1.90852 -5.00294 -2.12774
H -1.28038 -4.37132 -0.57212
H -1.89385 -1.28205 -1.74992
H -1.98717 -1.82337 -0.05332
H -4.34378 -0.85560 -1.82558
H -4.47919 -1.28440 -0.02652
O 4.44510 -1.57400 -4.62854
C 4.81136 -0.87593 -3.73422
O 5.25922 0.39208 -3.89473
C 5.38136 0.96932 -2.59629
C 5.53998 -0.23658 -1.71446
O 4.83393 -1.24913 -2.43253
H 6.23701 1.64083 -2.54793
H 4.47322 1.53488 -2.37440
H 6.58320 -0.54380 -1.60604
H 5.10959 -0.09060 -0.72489
O 9.30872 -3.68685 -7.24778
C 8.22448 -3.20346 -7.26618
O 7.96701 -1.88615 -7.05947
C 6.59641 -1.66067 -7.38530
C 5.98866 -3.02280 -7.20994
O 7.07923 -3.89728 -7.49404
H 6.15486 -0.91736 -6.72325
H 6.53204 -1.30181 -8.41615
H 5.65038 -3.19988 -6.18617
H 5.15921 -3.20220 -7.89393
O -3.94998 4.45530 4.53426
C -4.27562 3.51902 3.87313
O -4.57336 2.29591 4.37782
C -5.12864 1.52166 3.31397
C -4.57038 2.19196 2.09061
O -4.39292 3.54047 2.52499
H -4.82838 0.47798 3.39442
H -6.21864 1.58203 3.36543
H -3.60099 1.78579 1.79380
H -5.24841 2.14308 1.24048
O 0.93834 7.49077 1.67051
C 0.06609 7.17754 2.41680
O -0.72884 8.05616 3.07804
C -1.78538 7.30685 3.68387
C -1.18907 5.93465 3.80374
O -0.26293 5.89573 2.71594
H -2.06083 7.73160 4.64600
H -2.65663 7.32846 3.02587
H -0.64017 5.79653 4.73995
H -1.93343 5.14712 3.71104
O -3.79715 9.52012 4.42051
C -3.61349 10.16510 3.43935
O -3.82837 9.71568 2.17726
C -3.71420 10.83397 1.30000
C -2.85152 11.78264 2.08495
O -3.15877 11.44224 3.43550
H -3.26244 10.54065 0.35361
H -4.71242 11.23572 1.10777
H -1.78481 11.61897 1.91301
H -3.08626 12.82700 1.88438
O 0.98844 -4.40885 2.22258
C 0.10169 -4.74610 2.93833
O -0.72242 -3.88975 3.59042
C -1.78256 -4.66015 4.15171
C -1.17124 -6.02887 4.26748
O -0.21751 -6.03719 3.20763
H -2.08957 -4.25432 5.11463
H -2.63561 -4.63835 3.46830
H -0.64753 -6.17529 5.21569
H -1.90133 -6.82678 4.13957
O -0.34584 -5.54652 -4.64450
C 0.50423 -5.35271 -5.45476
O 1.78775 -5.03594 -5.15394
C 2.54144 -5.10736 -6.36193
C 1.49107 -4.90213 -7.41791
O 0.31498 -5.41684 -6.79558
H 3.31451 -4.34069 -6.38266
H 3.01448 -6.09046 -6.42589
H 1.33333 -3.84621 -7.65265
H 1.71091 -5.44024 -8.33878
O 0.33086 -0.56304 6.85848
C -0.38978 0.37795 6.93408
O -0.65386 1.05224 8.08277
C -1.36750 2.23619 7.73023
C -1.98312 1.86961 6.40918
O -1.05898 0.91809 5.88343
H -2.11170 2.48131 8.48638
H -0.65963 3.06502 7.64762
H -2.95885 1.39073 6.51971
H -2.08312 2.72473 5.74240
```

C5H6O3 | ωB97M-V/def2-TZVPD

## Properties
Energy relative to the best compared isomer or geometry (same formula, charge and spin): 510.8 kJ/mol
Orbital gap: 9.1 eV
Lowest unoccupied orbital energy: 0.58 eV

```
14
C5H6O3, DFT ωB97M-V/def2-TZVPD
C 1.53708 1.15789 -0.19648
C 0.52628 -1.01529 1.00042
C -0.91115 0.11219 0.07676
C -0.33979 -1.98914 0.18259
C -1.24885 -1.24888 -0.44661
O -0.51478 0.00502 1.35821
O 0.72567 0.02455 -0.44380
O -1.55962 1.20090 -0.31452
H -1.35993 1.92936 0.29211
H -0.12853 -3.04057 0.10218
H -1.99540 -1.45434 -1.19324
H 2.57727 0.82588 -0.17732
H 1.29637 1.61657 0.76961
H 1.39538 1.87585 -1.00990
```

C28H56Br16O6S3 | ωB97M-V/def2-TZVPD

## Properties
Charge: -1
<S²>: 0.7535
Spin multiplicity: 2
Orbital gap (alpha / beta): 1.9 / 8.3 eV
Lowest unoccupied orbital energy (alpha / beta): 1.55 / 1.47 eV

```
109
C28H56Br16O6S3, DFT ωB97M-V/def2-TZVPD
C -6.14134 -4.24305 2.44027
C -5.25385 -3.04535 2.03295
C -4.15236 -3.47318 1.11634
S -4.50581 -5.24976 0.67589
O -3.59847 -6.09324 1.45631
O -4.51120 -5.41725 -0.75203
C -6.21789 -5.27898 1.32475
H -7.15606 -3.86233 2.55639
H -5.69586 -4.70792 3.31978
H -4.91271 -2.49716 2.91114
H -5.93796 -2.41097 1.46934
H -3.12029 -3.42006 1.46291
H -4.16945 -2.91207 0.18200
H -6.41289 -6.31135 1.61509
H -6.82177 -5.04137 0.44898
C -2.59933 0.09539 0.70149
C -1.43256 -0.93067 0.80272
C -0.17725 -0.38038 0.10298
S -0.35090 1.40908 0.05020
O -0.43166 1.81052 -1.35252
O 0.67070 1.91463 0.95578
C -2.01007 1.47999 0.87895
H -3.45010 -0.08904 1.35745
H -2.99073 -0.00091 -0.31125
H -1.58907 -1.94684 0.44081
H -1.09071 -0.96168 1.83725
H -0.09238 -0.76327 -0.91403
H 0.81380 -0.63892 0.47590
H -2.47177 2.39394 0.50529
H -1.80980 1.74273 1.91768
C 3.30144 2.64031 -2.47648
C 4.61084 3.35207 -2.94827
C 4.70539 4.78546 -2.31578
S 3.01312 5.37223 -1.97552
O 2.68008 6.24023 -3.11368
O 2.91222 5.72502 -0.57322
C 2.25273 3.73909 -2.25666
H 3.39967 2.05182 -1.56426
H 2.97004 1.93176 -3.23558
H 4.56703 3.38989 -4.03673
H 5.46282 2.69972 -2.75675
H 5.33029 5.50352 -2.84681
H 5.17875 4.79803 -1.33401
H 1.57684 3.83111 -3.10684
H 1.55577 3.45336 -1.46882
Br 1.84861 -3.25933 1.19810
C 2.83375 -4.13236 -0.31871
C 4.32084 -3.76724 -0.35832
Br 5.25240 -4.51509 1.23311
H 2.46769 -3.71028 -1.25463
H 2.82137 -5.22209 -0.29774
H 4.37452 -2.67921 -0.32084
H 4.83181 -4.12850 -1.25078
Br -0.87369 -3.82705 -1.59251
C -0.06792 -5.51760 -2.28190
C -0.20501 -6.52056 -1.18673
Br 0.63871 -8.19673 -1.86204
H 0.99228 -5.28464 -2.38090
H -0.48701 -5.79005 -3.25053
H -1.19223 -6.74245 -0.78140
H 0.38696 -6.19430 -0.33161
Br 0.54652 5.50669 3.34018
C 2.08459 4.60713 2.52891
C 3.39010 5.43443 2.63539
Br 5.01591 4.36047 2.25649
H 1.85821 4.27784 1.51479
H 2.11177 3.64104 3.03292
H 3.55169 5.92813 3.59364
H 3.25383 6.19295 1.86456
Br 0.23955 -2.89495 6.01595
C 0.51314 -1.35095 4.87125
C 0.18405 -0.01983 5.61296
Br -0.04582 1.38347 4.22373
H -0.03140 -1.41876 3.92945
H 1.58250 -1.37038 4.66110
H 0.84074 0.24631 6.44121
H -0.83716 -0.02482 5.99402
Br 2.34313 -0.98331 -2.61319
C 1.71209 -2.31452 -3.92610
C 0.70707 -1.66839 -4.98348
Br 1.60864 -0.07789 -5.79280
H 1.20430 -3.08305 -3.34333
H 2.62502 -2.80383 -4.26554
H -0.15219 -1.23633 -4.47057
H 0.35234 -2.37265 -5.73599
Br -5.41550 3.53149 3.89838
C -5.15924 5.22986 2.83604
C -3.69522 5.21518 2.47516
Br -3.41225 6.97941 1.64500
H -5.45661 6.13516 3.36528
H -5.80230 5.23318 1.95595
H -3.43818 4.43258 1.76131
H -3.14482 5.07320 3.40521
Br 3.93806 -0.12173 3.72660
C 5.21215 -0.32714 2.12933
C 4.44021 0.17696 0.87100
Br 5.46470 -0.28551 -0.67596
H 5.46792 -1.38643 2.15382
H 6.04063 0.32841 2.39759
H 4.09404 1.20447 0.75924
H 3.50250 -0.37004 0.77316
Br -3.97192 0.44160 -4.14938
C -2.87064 1.63291 -5.35322
C -2.34138 2.77662 -4.55849
Br -1.57063 4.24274 -5.73465
H -3.58665 1.85225 -6.14525
H -2.19868 0.95632 -5.88123
H -1.58087 2.57076 -3.80528
H -3.01434 3.32230 -3.89709
```

C2H6N2OS | ωB97M-V/def2-TZVPD

## Properties
Energy relative to the best compared isomer or geometry (same formula, charge and spin): 608.8 kJ/mol
Orbital gap: 8.9 eV
Lowest unoccupied orbital energy: 0.09 eV

```
12
C2H6N2OS, DFT ωB97M-V/def2-TZVPD
C 1.22084 -0.68680 -0.60214
C 0.14399 0.13879 0.09188
H 2.17005 -0.11350 -0.18721
H 1.31880 -0.44720 -1.71321
H 1.17557 -1.79832 -0.48394
H 0.66714 -0.12829 1.97364
H -1.47475 0.50155 2.04770
H -2.38723 0.66529 -2.32476
N 0.38529 0.73257 1.37474
N -1.07484 0.22347 -0.27147
O -0.63621 1.54432 1.86444
S -1.50864 -0.63190 -1.76968
```

C6H8INO2S | ωB97M-V/def2-TZVPD

## Properties
Energy relative to the best compared isomer or geometry (same formula, charge and spin): 696.6 kJ/mol
Orbital gap (alpha / beta): 7.9 / 6.6 eV
Lowest unoccupied orbital energy (alpha / beta): -0.81 / -1.24 eV

```
19
C6H8INO2S, DFT ωB97M-V/def2-TZVPD
C 0.24458 -0.02278 -1.63767
C 1.09887 -2.04727 -0.64700
C -1.82446 1.57587 1.84774
C 1.51940 -0.74543 -1.15964
C -0.40633 -0.19346 -0.23361
C 0.94411 -0.85804 0.30017
N 1.36497 -0.74917 1.61604
O 0.31119 2.22744 0.62900
O -1.65040 2.18024 -0.76371
S -0.88057 1.49042 0.27823
I -0.11269 -0.20822 2.81323
H 0.47154 1.09610 -1.95571
H -0.19442 -0.49632 -2.43586
H 0.27852 -2.55505 -0.96575
H 1.92991 -2.78804 -0.33316
H -2.85525 1.12002 1.98143
H -1.62850 2.53073 2.27275
H 2.59538 -0.53737 -1.38063
H -1.20586 -1.01968 -0.22586
```

C6H10 | ωB97M-V/def2-TZVPD

## Properties
Energy relative to the best compared isomer or geometry (same formula, charge and spin): 388.6 kJ/mol
Orbital gap (alpha / beta): 7.3 / 7.4 eV
Lowest unoccupied orbital energy (alpha / beta): -0.75 / -0.75 eV

```
16
C6H10, DFT ωB97M-V/def2-TZVPD
C 1.46458 -0.19304 0.17028
C 0.20120 0.62416 0.41421
C 0.11604 1.83781 -0.52820
C -1.10955 -0.09770 0.39139
C -1.45999 -1.37969 0.09343
C -0.56358 -2.33521 -0.49001
H 2.33970 0.45566 0.29485
H 1.46929 -0.62827 -0.82970
H 1.53939 -1.02581 0.87527
H 0.24750 1.03121 1.43965
H -0.76713 2.45435 -0.32481
H 1.00300 2.46774 -0.40573
H 0.07269 1.50702 -1.57106
H -2.49660 -1.60885 0.34819
H -1.93270 0.54186 0.72722
H -1.10945 -3.30330 -0.51678
```

C5H9NO2S | ωB97M-V/def2-TZVPD

## Properties
Energy relative to the best compared isomer or geometry (same formula, charge and spin): 200.7 kJ/mol
SMILES string: CC1(C)C=NS(=O)(=O)C1
Orbital gap: 11.1 eV
Lowest unoccupied orbital energy: 0.51 eV

```
18
C5H9NO2S, DFT ωB97M-V/def2-TZVPD
C 0.27089 0.36563 1.32610
C -0.29467 -0.17471 -0.07370
C 0.10424 0.67734 -1.19578
C -1.74302 -0.09864 0.21106
N -2.44711 -1.13983 0.43652
S -1.56730 -2.54847 0.32544
O -1.43494 -3.07700 1.65712
O -2.09805 -3.34448 -0.71671
C 0.00229 -1.66064 -0.27196
H 1.34320 0.31499 1.13276
H -0.07714 -0.30578 2.21108
H -0.01296 1.40986 1.52157
H 0.92584 0.25942 -1.73534
H 0.13491 1.69713 -0.77276
H -0.56417 0.69236 -1.96702
H -2.27531 0.82990 0.28683
H 0.12072 -1.84559 -1.35356
H 0.95996 -1.76254 0.31186
```

C6H7FN2S | ωB97M-V/def2-TZVPD

## Properties
Energy relative to the best compared isomer or geometry (same formula, charge and spin): 0.0 kJ/mol
SMILES string: FC1=CCCC=C1.N#[N+][S-]
Orbital gap: 8.7 eV
Lowest unoccupied orbital energy: 0.32 eV

```
17
C6H7FN2S, DFT ωB97M-V/def2-TZVPD
F -1.92352 -0.78250 2.74647
C -1.24094 -0.33478 1.66304
C -0.45595 -1.24116 1.08926
C 0.27004 -0.95831 -0.22528
C -0.54790 0.09633 -0.99629
C -0.90824 1.20827 -0.05898
C -1.39314 0.97107 1.16177
H -0.34784 -2.30313 1.42577
H 1.23718 -0.43294 -0.01929
H 0.37745 -1.75801 -0.92030
H -1.44980 -0.47983 -1.19940
H 0.03028 0.38853 -1.88148
H -0.80075 2.21654 -0.33634
H -1.84310 1.53757 1.93170
N -3.86534 -1.05613 -1.57375
N -4.43916 -0.18325 -1.15101
S -4.84600 1.12381 -0.49903
```